Entry 1:
181
Properties=species:S:1:pos:R:3:forces:R:3:lowdin_charge:R:1 method="wB97M-V/def2-TZVPD" homo_energy_ev=-8.246 total_energy_ha=-3215.7984 smiles=COC[C@H](C)N.COC[C@H](C)N.COC[C@H](C)N.COC[C@H](C)N.COC[C@H](C)N.COCCNCCOC.COCCNCCOC.COCCNCCOC.COCCNCCOC lumo_ev=0.5 molar_mass_g_mol=978.45 orbital_gap_ev=8.785 de_lowest_kcal_mol=171.0
C 2.3828 0.5679 -5.3380 -0.441 -0.580 -0.066 -0.10
O 1.7352 -0.6906 -5.4241 -0.334 0.392 0.142 -0.20
C 0.4431 -0.7450 -4.8817 -1.933 -0.110 -0.884 -0.19
C -0.6234 0.2280 -5.5447 2.004 0.333 0.975 -0.46
C -1.9969 0.0563 -5.0145 -1.614 0.017 0.403 -0.07
N -0.5581 0.1050 -6.9692 0.179 -0.416 -0.734 0.05
H 1.9201 1.3196 -5.9775 0.142 -0.085 -0.504 0.08
H 3.3819 0.2724 -5.6583 0.235 0.926 0.281 0.09
H 2.2754 0.9831 -4.3359 0.574 -0.148 0.302 0.08
H 0.1097 -1.7330 -5.1991 -0.202 -0.294 0.317 0.13
H 0.3548 -0.6889 -3.7967 0.464 0.261 0.223 0.10
H -0.2863 1.2464 -5.3515 -0.066 0.258 0.533 0.12
H -2.2496 0.7325 -4.1978 0.302 -0.181 0.169 0.06
H -2.2886 -0.9514 -4.7186 0.443 -0.238 0.209 0.08
H -2.7327 0.2915 -5.7835 0.047 0.264 -0.287 0.08
H 0.2409 -0.4952 -7.1153 0.030 -0.166 -0.916 0.06
H -1.4000 -0.3252 -7.3246 0.143 -0.247 -0.201 0.07
C 2.4311 -7.4083 4.0191 -1.796 -0.433 1.730 -0.11
O 2.5106 -6.0567 4.3614 1.954 0.728 -0.932 -0.19
C 1.4458 -5.2350 3.9788 -0.584 0.407 0.172 -0.21
C 1.9485 -3.8068 3.7080 1.551 0.056 -0.400 -0.43
C 2.3744 -3.1502 5.0541 -1.266 -0.785 -1.112 -0.03
N 1.0644 -2.9679 2.9496 -1.724 1.210 0.188 0.06
H 1.6116 -7.7387 4.6573 -0.368 -0.878 0.112 0.08
H 3.2875 -7.9592 4.4078 0.288 0.329 -0.617 0.09
H 2.0731 -7.6790 3.0257 0.716 0.418 -0.499 0.09
H 0.9151 -5.6156 3.1061 -0.027 -0.130 -0.185 0.12
H 0.7793 -5.2334 4.8412 -0.672 0.199 -0.104 0.12
H 2.8419 -3.9439 3.0989 0.592 -0.314 0.113 0.12
H 2.3915 -2.0623 4.9890 0.607 -0.071 -0.068 0.05
H 3.2913 -3.6572 5.3548 -0.060 0.482 0.365 0.08
H 1.5368 -3.3828 5.7116 0.257 0.031 0.537 0.07
H 0.8841 -3.0798 1.9622 0.137 -1.274 -0.085 0.04
H 1.3092 -1.9880 2.9477 0.239 -0.094 0.797 0.03
C -7.5116 -6.2397 -2.6988 1.406 1.083 0.159 -0.07
O -7.1805 -5.3714 -1.5307 -1.127 -0.837 -0.959 -0.20
C -6.2526 -4.3048 -1.7187 -0.621 -0.188 -3.110 -0.19
C -6.7502 -3.3111 -2.8449 0.697 -0.700 1.117 -0.45
C -5.6154 -2.3496 -3.2698 -1.107 -0.546 0.515 -0.06
N -7.9271 -2.5961 -2.4205 -0.467 0.961 0.327 0.03
H -7.7832 -7.2332 -2.3420 0.347 0.258 0.137 0.08
H -6.7019 -6.2212 -3.4283 1.188 -0.751 0.678 0.07
H -8.2049 -5.9610 -3.4925 -1.410 1.002 1.034 0.07
H -6.0569 -3.8026 -0.7713 -0.164 -0.173 -0.011 0.13
H -5.3478 -4.6871 -2.1913 0.589 -0.413 0.588 0.11
H -7.0032 -3.8843 -3.7368 -0.102 -0.251 0.071 0.12
H -5.1893 -1.9051 -2.3704 0.055 0.284 -0.135 0.05
H -6.1101 -1.6087 -3.8979 0.454 0.220 -0.018 0.08
H -4.8344 -2.8862 -3.8085 -0.027 0.104 -0.025 0.08
H -7.6998 -2.1324 -1.5525 0.280 0.630 0.111 0.07
H -8.6790 -3.1823 -2.0874 -0.046 -0.715 -0.502 0.07
C 4.6662 -3.6943 -3.4339 0.981 0.753 -1.306 -0.12
O 4.7210 -2.5809 -2.5973 1.769 2.211 0.201 -0.19
C 5.5201 -1.4662 -3.2186 -0.944 -0.910 0.641 -0.15
C 5.6567 -0.3350 -2.2464 -1.371 1.773 0.823 -0.44
C 4.2756 0.2588 -1.9237 -0.474 -0.988 0.014 -0.05
N 6.4540 0.7203 -2.8340 1.467 0.266 -0.400 0.03
H 5.6667 -3.8953 -3.8167 0.381 -0.401 0.084 0.08
H 4.1518 -3.3169 -4.3177 -0.816 -0.985 -0.312 0.09
H 4.3214 -4.6071 -2.9480 -0.457 0.460 0.044 0.07
H 6.4884 -1.7056 -3.6580 0.250 -0.948 0.581 0.12
H 5.0179 -1.0222 -4.0782 -0.810 -0.298 -0.231 0.11
H 6.0700 -0.5604 -1.2633 0.494 -0.675 -0.295 0.14
H 3.8988 0.8214 -2.7779 0.027 0.072 0.002 0.06
H 4.2768 0.8858 -1.0321 0.111 0.070 -0.046 0.07
H 3.6017 -0.5821 -1.7601 -0.351 0.093 0.212 0.06
H 6.4839 1.5433 -2.2492 0.068 -0.131 0.374 0.07
H 6.0984 1.0796 -3.7084 -0.334 -0.363 -0.251 0.07
C 4.5005 -0.9135 2.0302 1.134 0.558 -0.917 -0.09
O 3.7771 0.2942 2.1122 -1.190 0.311 0.947 -0.20
C 2.7855 0.4206 3.1671 0.943 -0.552 -0.093 -0.17
C 2.2797 1.8660 3.2441 -2.737 0.611 -0.467 -0.44
C 1.1876 2.1245 2.1340 1.108 -2.072 0.693 -0.04
N 3.2720 2.8634 2.9796 0.868 -0.762 0.106 0.04
H 4.7757 -1.3915 2.9704 -0.715 -0.141 0.186 0.10
H 5.4643 -0.6307 1.6070 0.266 0.204 0.039 0.08
H 4.1288 -1.5646 1.2390 -0.563 -0.386 0.582 0.06
H 1.9902 -0.3188 3.0720 -0.328 0.251 -0.535 0.09
H 3.2226 0.1273 4.1215 0.552 0.209 0.207 0.11
H 1.8140 2.0033 4.2200 -0.031 -0.059 0.157 0.13
H 1.7051 1.9599 1.1889 -0.004 0.325 -0.265 0.07
H 0.6549 3.0753 2.1127 0.109 -0.263 0.422 0.06
H 0.6079 1.2095 2.2554 -1.142 0.476 -0.333 0.06
H 3.5981 2.3092 2.2007 1.370 1.130 -1.154 0.05
H 4.0158 2.6976 3.6424 0.498 0.381 0.426 0.07
C -2.1930 5.2583 2.4153 -0.178 0.143 1.502 -0.08
O -2.7654 5.6640 3.6555 -1.379 -1.040 0.422 -0.22
C -3.7206 4.6942 4.1835 -0.680 3.071 2.282 -0.19
C -5.1623 5.2116 4.0289 0.838 -2.093 -2.235 -0.20
N -5.5389 4.8844 2.6244 -0.649 0.059 1.067 -0.05
C -6.9474 5.1274 2.4542 -0.315 1.131 -1.471 -0.23
C -7.6222 4.4429 1.2356 1.011 0.840 1.203 -0.20
O -7.2220 4.9670 -0.0600 -0.543 -1.192 0.897 -0.20
C -7.4443 3.8659 -0.9755 0.910 1.419 -0.190 -0.10
H -2.9710 4.7536 1.8425 0.391 0.084 -0.545 0.06
H -1.4131 4.5710 2.7431 0.391 -0.207 -0.951 0.08
H -1.8120 6.1950 2.0085 0.102 -0.414 -0.589 0.10
H -3.6970 4.8609 5.2605 1.121 -0.490 0.427 0.11
H -3.5963 3.6264 4.0032 0.236 0.265 -0.686 0.13
H -5.3534 6.2326 4.3591 0.479 0.343 -0.220 0.11
H -5.7767 4.5854 4.6759 -0.121 -0.199 -0.026 0.11
H -4.9969 5.4175 1.9595 0.036 0.188 0.086 0.06
H -7.1676 6.1880 2.3325 0.123 0.659 -0.313 0.11
H -7.4379 4.9958 3.4187 -0.356 -1.048 -0.249 0.11
H -8.6733 4.6372 1.4490 -0.393 -0.590 -0.606 0.12
H -7.3019 3.4011 1.2321 -0.596 -0.177 0.381 0.10
H -6.9661 2.9899 -0.5372 -0.331 -0.316 -0.356 0.07
H -6.9195 4.1305 -1.8934 -0.017 -0.033 -0.056 0.08
H -8.4990 3.7452 -1.2228 -0.081 -0.266 0.299 0.09
C -2.5733 3.4930 -1.0220 0.398 -0.774 0.819 -0.07
O -2.2711 2.0543 -1.0159 0.653 2.394 -0.232 -0.20
C -3.2495 1.1969 -1.5193 -0.860 0.192 1.674 -0.23
C -2.8286 -0.2368 -1.2506 -0.144 -1.185 -0.689 -0.21
N -1.4188 -0.4717 -1.4885 0.599 0.442 -0.133 -0.05
C -0.8975 -1.6058 -0.7241 -0.579 -0.413 -0.933 -0.20
C 0.5689 -1.9576 -0.9371 -0.055 -0.983 0.276 -0.17
O 0.8160 -3.1874 -0.1783 0.291 1.557 -0.131 -0.22
C 2.2111 -3.4844 -0.0670 -0.618 -0.520 -0.023 -0.09
H -3.1069 3.9318 -1.8651 0.459 -0.651 -0.796 0.08
H -1.6214 3.9836 -0.8185 0.051 -0.033 -0.526 0.09
H -3.1986 3.8483 -0.2029 -0.313 -0.829 0.572 0.05
H -3.5444 1.4648 -2.5339 0.182 -0.314 -0.219 0.11
H -4.0874 1.3481 -0.8386 -0.868 -0.041 -0.415 0.12
H -3.4577 -0.8898 -1.8556 0.141 0.009 -0.714 0.09
H -3.1095 -0.6457 -0.2800 -0.014 0.831 0.846 0.11
H -0.9953 0.4078 -1.2293 0.586 -0.023 0.152 0.10
H -1.4641 -2.4442 -1.1292 -0.018 -0.397 0.228 0.12
H -1.1441 -1.5648 0.3368 0.168 0.188 0.354 0.12
H 1.2389 -1.1474 -0.6491 0.163 0.041 0.399 0.11
H 0.7982 -2.1942 -1.9761 -0.187 0.177 -0.254 0.11
H 2.6110 -3.7931 -1.0329 0.184 0.098 -0.056 0.08
H 2.2693 -4.3172 0.6338 0.133 -0.113 -0.124 0.09
H 2.8089 -2.6755 0.3530 -0.192 0.231 -0.175 0.06
C 11.3536 -7.8485 0.9652 1.064 -0.266 -0.832 -0.13
O 10.3649 -6.9557 0.6167 -2.297 0.373 -0.488 -0.20
C 9.8013 -7.2895 -0.6704 1.180 1.010 -0.567 -0.24
C 8.7767 -6.2423 -1.0224 -1.289 -1.840 1.170 -0.16
N 7.6614 -6.4176 0.0046 0.589 0.985 -0.019 -0.05
C 6.7390 -7.5691 -0.0829 -0.155 1.405 -1.850 -0.18
C 5.7124 -7.3537 -1.2331 -0.651 -1.134 1.022 -0.19
O 4.5026 -6.6339 -0.8678 1.480 -0.576 -0.658 -0.19
C 3.4231 -6.9827 -1.7221 -0.412 0.763 0.229 -0.13
H 12.1843 -7.5417 0.3296 0.826 -0.539 0.228 0.09
H 11.0592 -8.8547 0.6666 0.129 -0.349 0.338 0.08
H 11.6396 -7.7994 2.0159 -0.297 0.140 -0.065 0.09
H 9.4508 -8.3198 -0.7314 -0.098 -0.088 0.295 0.11
H 10.5589 -7.1305 -1.4378 0.687 -0.546 -0.064 0.12
H 8.4320 -6.3542 -2.0504 -0.157 -0.172 0.059 0.11
H 9.3517 -5.3169 -0.9902 -0.814 0.492 0.530 0.12
H 8.2350 -6.5621 0.8232 -0.343 0.267 0.578 0.07
H 6.1843 -7.7288 0.8417 0.201 0.365 0.118 0.12
H 7.2556 -8.5016 -0.3100 0.131 -0.332 -0.107 0.10
H 5.3718 -8.3587 -1.4824 0.005 -0.281 -0.176 0.10
H 6.1893 -6.9812 -2.1397 -0.009 0.532 0.032 0.11
H 3.6426 -7.4946 -2.6591 0.664 -0.121 0.071 0.09
H 2.9685 -6.0368 -2.0166 -0.419 -0.085 0.072 0.06
H 2.7025 -7.5981 -1.1835 -0.107 0.010 0.086 0.09
C -3.9393 6.8888 -0.4690 -0.163 -0.977 0.607 -0.12
O -3.2640 8.0706 -0.1039 0.153 0.265 0.055 -0.16
C -4.1363 9.1152 0.3431 -1.681 -1.023 -0.954 -0.21
C -5.0504 8.7580 1.5104 1.582 0.550 2.858 -0.17
N -4.4022 8.6820 2.8882 -0.499 0.989 -0.533 -0.05
C -3.5723 9.8659 3.2140 0.029 -1.454 0.348 -0.20
C -3.0584 9.8029 4.6835 -1.953 0.026 -1.325 -0.22
O -2.4226 11.0001 4.9891 -0.262 0.971 0.834 -0.17
C -1.0666 10.8855 4.8496 2.016 -0.046 -0.694 -0.15
H -4.6599 6.9165 -1.2863 -0.086 0.803 -0.194 0.10
H -4.4715 6.4384 0.3689 -0.299 0.262 0.231 0.05
H -3.2679 6.0695 -0.7259 0.734 0.596 -0.161 0.06
H -4.8913 9.2598 -0.4297 -0.122 0.098 -0.653 0.11
H -3.6694 10.0993 0.3833 0.684 -0.495 0.478 0.12
H -5.6687 7.8773 1.3368 0.177 0.036 -0.033 0.09
H -5.7105 9.6041 1.7011 -0.347 0.089 -0.704 0.11
H -4.0299 7.8178 3.2551 0.237 -0.157 -0.641 0.07
H -4.1303 10.7902 3.0640 -0.224 -0.033 0.076 0.12
H -2.7001 9.9045 2.5615 0.283 0.209 -0.148 0.10
H -2.4590 8.8986 4.7887 0.327 0.075 0.314 0.12
H -3.9229 9.7629 5.3461 -0.065 -0.352 0.010 0.12
H -0.8137 10.7649 3.7963 0.178 -0.849 -0.246 0.09
H -0.6876 10.0912 5.4927 0.231 -0.355 -0.258 0.09
H -0.4288 11.7435 5.0623 -0.888 0.674 0.675 0.09


Entry 2:
12
Properties=species:S:1:pos:R:3:forces:R:3:lowdin_charge:R:1 method="wB97M-V/def2-TZVPD" homo_energy_ev=-9.326 total_energy_ha=-227.6242 smiles=NCN.O lumo_ev=0.9 molar_mass_g_mol=64.09 orbital_gap_ev=10.221 de_lowest_kcal_mol=10.6
N -0.6631 -3.0778 -0.6642 0.167 1.604 0.745 -0.02
C 0.2928 -2.0875 -0.0446 -1.315 0.205 -0.792 -0.34
N 0.3467 -0.8199 -0.7961 0.063 -0.095 -0.910 -0.04
H -1.5791 -2.6366 -0.5752 -0.057 -0.357 0.101 0.05
H -0.5238 -3.0705 -1.6706 0.404 -0.058 -0.016 0.05
H -0.0742 -1.7697 0.9331 0.147 -1.159 0.425 0.10
H 1.2459 -2.5969 -0.0301 0.372 0.356 0.240 0.10
H -0.5382 -0.3342 -0.7197 -0.190 -0.184 -0.024 0.05
H 1.0175 -0.1401 -0.4667 0.410 -0.309 0.234 0.05
O 0.3238 5.2035 1.5067 0.026 -0.216 0.013 -0.06
H 0.4668 6.1230 1.7390 -0.036 0.122 -0.032 0.03
H -0.3150 5.2066 0.7884 0.009 0.091 0.016 0.03


Entry 3:
19
Properties=species:S:1:pos:R:3:forces:R:3:lowdin_charge:R:1 method="wB97M-V/def2-TZVPD" homo_energy_ev="-7.750 / -6.102" total_energy_ha=-821.0136 lumo_ev="0.0 / -0.6" molar_mass_g_mol=164.23 orbital_gap_ev="7.791 / 5.548" de_lowest_kcal_mol=108.3
C -2.4066 1.0918 0.5506 0.792 -1.524 -0.976 -0.09
C -2.5978 -0.2798 0.3546 2.248 0.206 0.021 -0.06
C -1.2772 1.7241 0.1698 0.386 -1.517 -0.021 -0.03
C -1.4780 -1.0794 0.0345 -0.114 1.814 0.774 -0.03
C -0.1331 0.9199 -0.1939 0.214 1.473 0.345 -0.15
C -0.2384 -0.4959 -0.0528 1.578 0.158 -1.635 -0.17
C 0.9327 1.7976 -0.3269 -0.426 -0.255 0.722 -0.13
C 1.0407 -1.2950 -0.3900 -1.836 -2.280 -1.253 -0.25
C 2.2638 -0.5548 -0.5382 2.079 2.662 -0.678 -0.56
O 1.4871 2.8327 -0.3334 0.044 -1.046 -0.510 0.17
S 3.6483 -0.5390 0.5484 -0.751 -1.585 -0.396 0.73
H -3.1156 1.6329 1.0489 -2.119 1.405 0.771 0.08
H -3.4982 -0.6819 0.6573 -1.729 -1.054 0.352 0.07
H -1.2172 2.7640 0.2179 0.280 1.488 0.116 0.10
H -1.4780 -2.1280 0.0336 -0.482 -1.361 -0.098 0.10
H 1.1618 -2.1946 0.2354 0.005 0.607 0.476 0.11
H 0.8068 -1.8613 -1.3744 0.325 1.130 0.925 0.15
H 2.4257 0.2677 -1.3083 -0.668 -1.310 0.823 0.08
H 3.6733 -1.9210 0.6670 0.175 0.989 0.243 -0.11


Entry 4:
72
Properties=species:S:1:pos:R:3:forces:R:3:lowdin_charge:R:1 method="wB97M-V/def2-TZVPD" homo_energy_ev=-10.032 total_energy_ha=-1240.2818 smiles=CC(C)O.CC(C)O.CC(C)O.CC(C)O.CCO.CCO.O.O lumo_ev=0.2 molar_mass_g_mol=368.55 orbital_gap_ev=10.272 de_lowest_kcal_mol=16.5
C -0.6149 -0.6390 0.0630 -0.842 0.308 -0.590 -0.05
C 0.4028 0.0779 0.9325 -0.291 -0.623 -0.029 -0.48
C 1.3889 0.8882 0.1383 0.043 0.094 -0.440 -0.05
O -0.2667 0.9660 1.8218 -0.131 0.009 0.198 -0.08
H -1.4222 -1.1014 0.6387 0.261 -0.097 0.254 0.07
H -0.2228 -1.4023 -0.6122 0.345 0.029 0.203 0.08
H -1.1347 0.0884 -0.5753 0.170 0.066 0.051 0.06
H 0.9436 -0.6866 1.5049 0.051 0.162 0.085 0.12
H 1.8946 0.2687 -0.6047 0.239 -0.129 0.283 0.07
H 2.0944 1.3673 0.8140 0.198 -0.031 -0.135 0.08
H 0.9036 1.6635 -0.4621 -0.192 0.060 0.237 0.07
H -0.9829 0.4817 2.2793 0.145 0.198 -0.138 0.04
C 2.4167 -0.5759 -3.7324 -0.243 0.228 0.001 -0.06
C 3.2852 -1.4933 -4.5617 0.220 -0.274 -0.742 -0.50
C 3.2383 -2.9440 -4.1183 -0.889 -0.080 0.585 -0.07
O 2.9163 -1.4042 -5.9537 0.062 -0.042 0.456 -0.06
H 1.3904 -0.9587 -3.7099 0.077 -0.124 0.302 0.08
H 2.3294 0.4185 -4.1718 0.296 -0.027 -0.132 0.08
H 2.8203 -0.4507 -2.7267 -0.188 -0.166 0.084 0.07
H 4.3330 -1.1868 -4.5199 -0.087 0.260 -0.102 0.14
H 2.2141 -3.3433 -4.1777 0.034 0.196 -0.194 0.08
H 3.4679 -3.0201 -3.0508 0.395 -0.107 -0.159 0.08
H 3.8568 -3.5929 -4.7304 0.284 0.086 0.094 0.08
H 2.0440 -1.8118 -6.0128 0.020 0.056 -0.182 0.08
C 5.2386 -1.2543 3.4351 -0.627 0.395 -0.269 -0.06
C 3.9511 -2.0323 3.6729 0.177 -0.359 -0.090 -0.49
C 3.1858 -2.2366 2.3688 0.520 0.130 0.475 -0.06
O 4.2262 -3.3380 4.2035 -0.014 0.193 0.001 -0.06
H 5.8697 -1.1724 4.3191 0.028 -0.129 0.039 0.08
H 4.9347 -0.2417 3.1483 0.241 0.005 0.040 0.08
H 5.7883 -1.6834 2.5973 0.159 -0.098 0.115 0.08
H 3.3030 -1.4917 4.3702 0.109 0.097 0.065 0.13
H 2.1480 -2.4652 2.5956 -0.093 -0.043 -0.273 0.07
H 3.6523 -3.0532 1.8177 -0.095 -0.052 -0.034 0.09
H 3.2879 -1.3244 1.7813 -0.361 -0.003 -0.109 0.07
H 4.8313 -3.2147 4.9415 -0.047 -0.124 0.046 0.08
C -2.7658 -0.7443 -3.2916 -0.010 -0.910 -0.473 -0.06
C -3.2310 0.6812 -3.4830 -0.640 -0.183 0.279 -0.50
C -2.1146 1.6957 -3.3894 0.631 -0.044 -0.060 -0.05
O -3.8996 0.6878 -4.7494 0.205 0.173 -0.189 -0.06
H -2.3081 -1.0983 -4.2211 0.131 0.152 0.046 0.09
H -3.6099 -1.4189 -3.1300 -0.101 0.157 0.008 0.08
H -2.0597 -0.9394 -2.4861 -0.012 0.438 0.121 0.05
H -4.0126 0.8872 -2.7413 0.258 0.155 0.261 0.13
H -1.5434 1.7193 -4.3224 -0.105 -0.015 -0.028 0.09
H -1.4015 1.3845 -2.6214 -0.092 0.101 0.091 0.06
H -2.4299 2.7101 -3.1475 -0.194 -0.020 -0.079 0.08
H -4.0278 1.6017 -5.0226 -0.052 -0.011 0.028 0.09
C 1.0310 4.4720 1.1870 0.233 0.378 0.418 -0.09
C -0.4447 4.7861 1.0140 0.187 -0.562 -0.367 -0.30
O -0.9272 4.3388 -0.2626 0.111 0.065 0.148 -0.10
H 1.2007 3.4109 1.3602 -0.064 -0.069 -0.260 0.04
H 1.4483 4.9716 2.0680 -0.197 0.056 -0.002 0.08
H 1.6067 4.8342 0.3343 -0.045 -0.173 -0.104 0.08
H -0.6177 5.8592 1.0324 -0.127 0.005 0.101 0.11
H -1.0144 4.2755 1.7960 -0.064 0.301 0.134 0.11
H -0.6904 3.4078 -0.3353 -0.079 -0.010 0.010 0.05
C -5.2497 -1.3788 1.1032 0.595 0.182 -0.323 -0.08
C -5.6530 -0.9418 2.4880 -0.152 -0.275 0.824 -0.31
O -5.3230 0.4355 2.6921 0.389 -0.025 0.065 -0.09
H -5.4845 -0.6043 0.3712 -0.400 -0.165 -0.017 0.08
H -5.6599 -2.3433 0.8100 -0.181 0.053 0.025 0.08
H -4.1593 -1.4712 1.0438 -0.066 -0.059 0.146 0.06
H -5.1118 -1.5204 3.2477 0.185 0.090 -0.182 0.11
H -6.6946 -1.1384 2.7592 -0.131 0.213 -0.504 0.11
H -6.1041 0.9794 2.8040 -0.089 -0.094 -0.063 0.09
O -2.3986 -0.0718 3.2610 -0.197 -0.088 -0.122 -0.04
H -2.6530 -0.0936 4.1887 0.050 0.044 -0.016 0.07
H -3.1843 0.2635 2.8029 -0.100 0.066 0.140 0.04
O 0.9326 0.9141 4.4796 -0.076 -0.011 -0.068 -0.07
H 0.3883 0.3144 4.9972 0.019 0.010 -0.008 0.02
H 0.4540 1.0326 3.6399 0.204 0.008 0.021 0.00